Molecular formula: C39H29BrCaN8O4S2Se
Method: DFT, ωB97M-V/def2-TZVPD

Structure (XYZ):
```
85
Properties=species:S:1:pos:R:3:forces:R:3:mulliken_charge:R:1
Ca 0.241 0.274 -0.448 -0.34 -0.96 -0.15 1.983
Se 8.272 -0.809 0.163 -0.12 0.01 -0.01 0.131
N 6.948 -0.710 1.368 0.04 0.00 -0.05 -0.924
C 5.831 -0.627 0.702 0.11 -0.01 0.01 0.892
C 4.522 -0.525 1.327 -0.14 -0.02 0.02 1.002
C 4.371 -0.516 2.713 -0.03 -0.01 -0.02 -0.768
C 3.106 -0.422 3.240 0.00 -0.03 0.00 -1.315
C 2.026 -0.329 2.364 -0.06 -0.12 0.02 -0.406
N 2.157 -0.333 1.049 0.17 0.29 0.00 0.876
C 3.381 -0.438 0.524 0.07 -0.01 0.17 -1.076
C 3.496 -0.451 -0.947 0.07 -0.12 -0.13 -0.972
N 2.365 -0.377 -1.659 0.17 0.34 0.02 1.445
C 2.443 -0.401 -2.978 -0.04 -0.02 -0.01 -0.632
C 3.644 -0.496 -3.676 0.01 -0.02 -0.01 -1.059
C 4.814 -0.563 -2.957 -0.04 0.00 0.03 -0.840
C 4.748 -0.545 -1.566 -0.14 0.00 -0.06 0.955
C 5.945 -0.632 -0.745 0.12 -0.01 0.01 0.952
N 7.150 -0.718 -1.233 0.03 0.00 0.07 -0.923
H 5.249 -0.590 3.341 0.01 0.00 0.00 0.473
H 2.931 -0.428 4.306 0.01 0.01 0.00 0.496
H 1.014 -0.277 2.742 0.01 0.03 0.00 0.339
H 1.501 -0.328 -3.505 0.01 0.01 0.00 -0.060
H 3.639 -0.517 -4.757 0.01 0.01 0.00 0.451
H 5.780 -0.635 -3.439 0.00 -0.01 0.00 0.500
C -3.898 1.149 4.063 -0.01 -0.03 0.03 -0.550
C -3.492 2.450 3.779 0.02 0.06 -0.01 -0.580
C -2.387 2.682 2.980 -0.07 -0.07 -0.06 -0.411
C -1.686 1.599 2.453 0.07 -0.07 0.12 -0.673
C -2.093 0.302 2.722 0.00 0.04 0.10 1.008
C -3.196 0.078 3.536 0.04 -0.01 -0.01 -0.608
N -0.518 1.751 1.632 0.14 0.35 -0.12 1.370
N -0.020 2.885 1.717 0.01 -0.10 0.18 -1.006
C 1.130 3.171 0.922 0.10 0.26 -0.10 0.217
C 1.807 4.305 1.386 0.07 -0.06 -0.04 -0.311
C 2.921 4.764 0.705 -0.02 0.01 0.04 -0.606
C 3.328 4.081 -0.436 0.02 -0.01 -0.02 -0.800
C 2.632 2.954 -0.862 -0.02 -0.04 -0.08 -0.363
C 1.488 2.446 -0.226 -0.04 0.03 0.19 -0.050
H -4.766 0.977 4.689 -0.01 0.00 -0.01 0.383
H -4.049 3.290 4.177 -0.01 0.00 -0.01 0.348
H -2.069 3.685 2.738 0.01 0.01 -0.01 0.437
H -1.554 -0.535 2.298 0.00 0.02 -0.03 -0.442
H -3.498 -0.942 3.738 -0.01 0.00 0.00 0.463
H 1.456 4.797 2.287 -0.05 0.04 -0.03 0.420
H 3.455 5.643 1.049 0.01 -0.01 0.01 0.330
H 4.188 4.434 -0.998 0.02 -0.02 0.02 0.400
H 3.009 2.449 -1.753 -0.02 0.02 -0.02 0.227
C -0.868 2.562 -2.786 0.10 0.05 -0.13 -0.496
O -0.496 1.201 -3.003 -0.04 0.02 0.23 -0.041
C -1.597 0.435 -3.460 0.04 -0.07 -0.05 0.010
C -1.143 -1.001 -3.575 0.10 0.00 -0.05 -1.048
O -0.652 -1.507 -2.355 -0.10 0.21 -0.05 0.037
C -1.543 -2.438 -1.740 0.14 -0.12 -0.02 -0.334
H -1.151 3.023 -3.742 -0.02 -0.01 0.01 0.327
H 0.004 3.067 -2.377 -0.01 0.00 0.01 0.100
H -1.698 2.632 -2.080 0.00 -0.01 0.03 0.100
H -1.917 0.793 -4.451 -0.01 0.02 0.01 0.552
H -2.433 0.532 -2.765 -0.01 -0.01 -0.01 -0.086
H -0.331 -1.058 -4.310 -0.01 -0.01 -0.01 0.358
H -1.966 -1.618 -3.951 -0.02 0.02 0.01 0.579
H -1.722 -3.276 -2.421 0.01 -0.01 0.02 0.391
H -2.482 -1.948 -1.478 -0.04 -0.01 -0.02 0.453
H -1.054 -2.801 -0.839 -0.04 0.04 -0.01 -0.647
S -0.434 -2.585 1.809 0.00 0.15 -0.02 -0.139
C 0.018 -4.141 1.172 0.03 0.00 -0.09 0.361
C -0.669 -5.248 1.770 -0.07 -0.14 0.04 -0.264
N -1.243 -6.115 2.273 0.01 0.02 -0.01 -0.712
C 0.928 -4.396 0.175 -0.08 0.14 0.10 0.569
S 1.838 -3.222 -0.706 0.08 0.05 0.00 -0.281
C 1.139 -5.763 -0.212 0.00 -0.18 -0.04 -0.281
N 1.334 -6.848 -0.553 0.00 0.02 0.01 -0.673
Br -6.204 1.909 -1.291 0.01 -0.01 -0.01 -0.215
C -5.655 0.310 -0.405 0.00 0.01 -0.01 0.125
C -6.680 -0.584 -0.115 0.01 0.04 -0.01 -0.343
C -6.393 -1.785 0.510 0.02 -0.01 0.02 -0.582
C -5.079 -2.097 0.831 -0.05 -0.03 0.03 -1.237
C -4.070 -1.205 0.519 0.06 0.11 -0.02 -0.184
C -4.329 0.025 -0.097 0.02 -0.02 -0.01 0.581
C -3.124 0.938 -0.374 -0.27 -0.20 0.22 -0.361
O -3.310 2.144 -0.534 0.06 0.03 -0.04 -0.822
O -2.021 0.316 -0.395 -0.09 0.22 -0.17 -0.237
H -7.695 -0.328 -0.385 0.00 0.00 0.01 0.383
H -7.197 -2.474 0.741 0.00 -0.01 0.00 0.371
H -4.832 -3.032 1.318 0.01 -0.01 -0.01 0.512
H -3.039 -1.443 0.753 -0.01 -0.06 -0.01 0.448
```
Positions in Å, forces in eV/Å.

Results
* energy above the lowest of the compared OMol25 structures with the same formula, charge and spin: 0.0 kcal/mol
* frontier orbital gap: 4.14 eV
* charge: -2
* HOMO: -0.03623 Eh

Molecular formula: C26H28BrN3O3ReS
Method: DFT, ωB97M-V/def2-TZVPD

Structure (XYZ):
```
63
Properties=species:S:1:pos:R:3:forces:R:3:mulliken_spin:R:1
Re -0.234 1.190 0.371 -0.02 -0.16 -0.37 0.767
C -2.886 -0.019 3.631 0.07 -0.02 0.00 0.000
C -3.137 1.315 2.915 -0.01 0.01 0.01 -0.006
C -3.991 1.152 1.663 -0.05 0.00 -0.05 0.005
C -1.871 2.117 2.709 0.05 -0.18 0.01 0.002
C -1.063 2.415 3.815 -0.02 -0.06 0.02 0.013
C -0.044 3.341 3.743 0.07 -0.01 -0.02 -0.010
C 0.302 3.973 2.540 0.01 0.01 -0.03 0.028
C 1.391 5.004 2.494 0.01 -0.01 -0.01 0.001
C -0.442 3.645 1.418 0.02 0.01 0.00 -0.003
C -1.535 2.725 1.472 0.05 0.05 0.08 0.016
H -3.830 -0.544 3.761 -0.01 -0.01 0.01 0.000
H -2.459 0.123 4.622 0.00 -0.01 0.01 0.000
H -2.213 -0.665 3.065 -0.06 0.07 0.09 -0.001
H -3.714 1.936 3.614 -0.02 -0.02 -0.02 0.000
H -3.483 0.586 0.879 -0.14 0.15 0.08 -0.002
H -4.298 2.114 1.251 -0.03 0.00 0.00 0.000
H -4.901 0.610 1.915 -0.01 0.01 0.00 0.000
H -1.299 1.970 4.772 -0.02 0.02 0.00 -0.001
H 0.503 3.592 4.646 -0.01 0.01 -0.01 0.000
H 1.105 5.878 3.081 0.00 0.00 0.00 0.001
H 1.590 5.334 1.476 0.00 0.00 0.00 0.000
H 2.318 4.621 2.924 0.00 0.01 0.00 0.002
H -0.251 4.159 0.486 -0.02 0.06 0.02 -0.010
H -2.303 2.796 0.706 -0.01 -0.01 -0.02 -0.016
C 1.943 0.794 2.650 0.12 -0.19 -0.03 0.005
O 1.436 0.399 1.339 -0.11 -0.07 0.03 0.016
C 1.838 -0.884 0.874 0.07 0.05 0.16 -0.008
C 2.535 -1.784 1.642 -0.01 -0.03 -0.04 0.001
C 2.877 -3.001 1.041 -0.02 0.07 0.04 0.000
Br 3.834 -4.256 2.051 0.00 0.00 0.00 0.000
C 2.516 -3.292 -0.258 -0.04 0.05 -0.04 0.001
C 1.786 -2.373 -1.024 0.05 -0.10 0.02 -0.005
C 1.474 -1.168 -0.426 -0.03 -0.03 -0.06 0.000
O 0.756 -0.144 -1.099 0.07 0.18 0.16 -0.003
C 1.445 -2.740 -2.402 0.04 -0.04 -0.02 0.002
N 2.086 -3.678 -3.036 0.00 0.04 0.04 0.000
C 1.489 -3.755 -4.280 -0.03 0.00 -0.04 0.000
C 1.781 -4.596 -5.357 0.01 0.01 0.03 0.000
C 1.005 -4.472 -6.486 -0.02 0.02 -0.01 0.000
C -0.044 -3.535 -6.560 0.01 -0.01 0.00 0.000
C -0.344 -2.693 -5.511 0.02 0.01 0.00 0.000
C 0.450 -2.821 -4.373 -0.02 -0.04 -0.02 0.000
N 0.450 -2.161 -3.157 0.03 0.10 -0.02 -0.001
H 1.433 0.217 3.418 -0.01 -0.01 -0.01 0.000
H 1.726 1.843 2.738 -0.06 0.26 0.04 -0.001
H 3.017 0.621 2.664 -0.01 0.02 -0.01 0.000
H 2.814 -1.589 2.665 0.01 -0.02 0.02 0.000
H 2.784 -4.231 -0.720 0.01 -0.01 0.01 0.000
H 1.350 0.284 -1.739 -0.07 -0.05 -0.11 0.001
H 2.586 -5.315 -5.292 0.00 0.00 0.00 0.000
H 1.198 -5.107 -7.339 0.00 0.00 0.00 0.000
H -0.629 -3.476 -7.467 0.00 0.00 0.00 0.000
H -1.151 -1.976 -5.578 0.00 0.00 0.00 0.000
H -0.258 -1.526 -2.833 -0.02 -0.06 0.02 0.001
C -0.258 2.224 -2.474 0.02 -0.01 -0.03 0.010
O -0.292 2.353 -1.043 0.05 -0.04 0.08 0.015
H -0.626 1.246 -2.784 -0.02 0.00 0.00 0.000
H 0.760 2.392 -2.825 0.01 0.00 0.02 0.003
H -0.902 2.998 -2.883 -0.01 -0.01 0.01 -0.002
S -2.896 -2.531 0.523 0.01 -0.03 0.02 0.171
C -1.973 -1.306 0.632 0.14 -0.01 -0.12 0.042
N -1.252 -0.331 0.742 -0.02 0.03 0.05 -0.035
```
Positions in Å, forces in eV/Å.

Results
* energy above the lowest of the compared OMol25 structures with the same formula, charge and spin: 11.2 kcal/mol
* frontier orbital gap (spin up / spin down): 4.73 / 4.53 eV
* charge: +2
* <S²>: 0.7671
* HOMO (spin up / spin down): -0.47457 / -0.47456 Eh
* 2S+1: 2

Molecular formula: C3H34NO14
Method: DFT, ωB97M-V/def2-TZVPD

Structure (XYZ):
```
52
Properties=species:S:1:pos:R:3:forces:R:3:nbo_charge:R:1
O 0.030 0.490 -0.884 0.08 0.20 0.69 -0.573
C -0.600 0.581 -1.907 0.27 -1.14 -0.65 0.484
C -0.259 -0.358 -3.080 0.63 0.42 2.41 -0.338
N 0.636 -1.443 -2.576 -0.53 -1.38 -0.32 -0.531
C 1.028 -2.320 -3.750 -0.16 0.84 0.00 -0.415
H -1.495 1.168 -2.071 0.28 0.88 -0.08 0.207
H -1.229 -0.812 -3.287 0.25 0.25 -1.20 0.284
H 0.369 0.224 -3.747 -0.78 0.00 -0.91 0.264
H 1.425 -1.131 -1.989 -0.26 0.05 -0.36 0.465
H 0.066 -2.094 -2.009 0.15 0.35 0.78 0.472
H 0.141 -2.852 -4.027 -0.67 -0.27 -0.19 0.229
H 1.751 -3.080 -3.471 0.43 0.53 -0.04 0.259
H 1.233 -1.621 -4.568 0.71 -0.64 0.08 0.230
H 0.098 3.093 0.126 -0.17 -0.30 0.12 0.517
H 0.889 4.214 0.683 0.64 -0.32 0.01 0.514
O 0.994 3.269 0.467 -0.48 0.62 -0.52 -1.017
H -1.975 2.962 1.548 -0.05 0.19 -0.54 0.496
H -2.158 1.916 0.432 0.41 0.81 0.36 0.496
O -1.664 2.746 0.651 -0.26 -0.53 0.23 -0.993
H 2.618 -3.770 -0.291 0.43 -0.14 -0.11 0.496
H 3.612 -2.962 -1.216 0.19 -0.43 0.23 0.496
O 2.699 -3.060 -0.934 -0.61 0.59 -0.20 -0.987
H 3.124 -1.349 1.424 0.61 0.19 -0.52 0.520
H 3.198 0.125 0.699 0.84 -0.83 -0.37 0.502
O 2.712 -0.503 1.237 -1.40 0.59 0.45 -1.007
H 2.907 2.135 -2.290 0.07 0.51 0.13 0.500
H 2.034 2.141 -0.968 -0.01 0.79 -0.31 0.490
O 2.530 1.603 -1.589 0.00 -1.21 0.13 -0.992
H -2.763 0.657 1.873 0.06 -0.48 -0.82 0.524
H -1.598 -0.069 1.112 -1.05 -0.01 -0.38 0.470
O -2.526 0.237 0.954 0.49 -0.02 1.52 -0.960
H 2.575 1.304 2.636 0.05 -0.46 0.28 0.527
H 1.915 1.909 1.380 -0.10 0.80 -0.08 0.515
O 1.764 1.725 2.321 0.32 -0.08 0.50 -0.791
H 0.715 0.230 1.142 0.19 -0.84 -0.34 0.551
H -0.084 1.363 1.737 -0.85 0.06 -0.44 0.540
O -0.061 0.376 1.726 0.98 0.72 0.25 -0.585
H -1.447 -2.483 2.465 0.23 -0.87 0.27 0.464
H -2.555 -2.141 1.628 -0.36 -0.83 -0.52 0.482
O -1.968 -2.914 1.768 0.19 1.90 0.58 -0.922
H -0.810 -3.069 0.285 -0.26 -0.79 -0.12 0.511
H -0.453 -4.097 -0.925 -0.10 -0.08 0.67 0.492
O -0.931 -3.305 -0.652 0.39 0.87 -1.17 -0.996
H -1.914 1.906 3.445 -0.22 0.76 -0.30 0.490
H -2.614 0.824 4.041 -0.98 -0.29 -0.01 0.493
O -2.757 1.428 3.295 0.35 -0.73 0.37 -0.960
H -2.949 -0.973 -1.264 -0.36 -0.10 0.06 0.486
H -2.872 0.490 -0.867 -0.69 -0.70 -0.26 0.483
O -3.033 -0.088 -1.638 0.34 0.09 0.00 -0.938
H 0.122 1.763 3.423 -0.04 0.06 0.84 0.478
H 0.017 3.213 3.683 -0.26 0.43 0.35 0.508
O -0.487 2.404 3.824 1.08 -0.03 -0.52 -0.930
```
Positions in Å, forces in eV/Å.

Results
* energy above the lowest of the compared OMol25 structures with the same formula, charge and spin: 0.0 kcal/mol
* frontier orbital gap (spin up / spin down): 11.37 / 4.44 eV
* charge: +2
* <S²>: 0.7567
* HOMO (spin up / spin down): -0.62810 / -0.61807 Eh
* 2S+1: 2

Molecular formula: C20H17BBr2N4OPt
Method: DFT, ωB97M-V/def2-TZVPD

Structure (XYZ):
```
46
Properties=species:S:1:pos:R:3:forces:R:3:nbo_charge:R:1
Pt -0.400 0.491 -0.207 -0.63 0.62 0.05 0.935
C -0.793 -1.537 -2.914 0.02 -0.04 0.01 -0.653
C -1.797 -1.737 -1.826 -0.08 -0.12 -0.09 0.287
C -2.780 -2.745 -1.957 0.16 0.06 -0.11 -0.262
C -3.689 -2.964 -0.974 -0.09 -0.03 0.13 -0.090
C -3.650 -2.180 0.200 -0.02 -0.01 -0.07 -0.130
C -4.528 -2.313 1.300 -0.03 -0.06 -0.05 -0.098
Br -5.887 -3.632 1.281 0.00 0.01 -0.01 0.062
C -4.408 -1.502 2.389 0.07 0.08 0.06 -0.214
C -3.401 -0.525 2.440 -0.13 -0.05 0.07 -0.152
Br -3.252 0.580 3.956 0.00 0.01 0.03 0.080
C -2.509 -0.350 1.404 0.09 0.01 -0.08 0.297
O -1.550 0.541 1.418 -0.02 -0.06 -0.03 -0.695
C -2.653 -1.191 0.268 0.00 0.03 -0.02 0.185
N -1.749 -0.977 -0.753 0.07 0.01 0.14 -0.456
H -0.960 -2.244 -3.723 -0.01 0.01 0.01 0.231
H 0.210 -1.702 -2.516 0.00 -0.02 0.01 0.249
H -0.873 -0.528 -3.321 0.00 0.00 -0.01 0.215
H -2.787 -3.345 -2.856 0.02 0.02 0.00 0.227
H -4.438 -3.737 -1.076 0.00 0.01 0.02 0.238
H -5.084 -1.611 3.225 0.02 0.02 0.01 0.245
N 0.971 0.704 -1.788 0.14 -0.11 0.07 -0.810
C 1.948 1.730 -1.461 -0.13 -0.04 0.09 0.119
C 2.962 2.101 -2.286 0.17 0.10 -0.11 -0.197
C 3.893 3.081 -1.865 -0.08 -0.10 -0.08 -0.190
C 3.789 3.654 -0.631 0.00 0.01 0.09 -0.168
C 2.736 3.287 0.240 0.08 0.13 0.05 -0.099
C 2.543 3.829 1.535 0.11 0.02 -0.10 -0.100
C 1.491 3.410 2.288 -0.18 -0.12 0.02 -0.250
C 0.601 2.442 1.771 0.05 0.17 0.18 0.112
N 0.760 1.933 0.575 0.06 -0.08 -0.07 -0.427
C 1.815 2.330 -0.197 -0.05 -0.11 -0.06 0.220
H 1.432 -0.211 -1.744 0.04 -0.05 0.17 0.464
H 0.609 0.856 -2.721 -0.07 0.01 -0.02 0.401
H 3.063 1.639 -3.261 0.03 0.01 0.01 0.226
H 4.697 3.367 -2.528 0.00 -0.02 -0.01 0.229
H 4.512 4.389 -0.301 -0.02 0.01 0.00 0.225
H 3.238 4.568 1.914 0.00 -0.01 -0.02 0.227
H 1.319 3.799 3.281 -0.02 -0.02 0.00 0.239
H -0.250 2.078 2.333 0.02 0.00 0.01 0.259
B 2.722 -2.932 1.886 0.00 -0.09 -0.05 -0.588
C 2.010 -2.044 0.782 -0.02 0.00 0.16 0.363
N 1.467 -1.373 0.006 0.46 -0.35 -0.36 -0.750
H 1.848 -3.327 2.635 0.06 0.09 0.01 0.001
H 3.542 -2.228 2.447 -0.09 -0.02 0.00 -0.005
H 3.258 -3.874 1.332 -0.02 0.09 -0.03 -0.001
```
Positions in Å, forces in eV/Å.

Results
* energy above the lowest of the compared OMol25 structures with the same formula, charge and spin: 1.1 kcal/mol
* frontier orbital gap: 6.80 eV
* HOMO: -0.29058 Eh

Which formula does entry 3 have?
C3H34NO14

Copy entry 4 word for word.
Molecular formula: C20H17BBr2N4OPt
Method: DFT, ωB97M-V/def2-TZVPD

Structure (XYZ):
```
46
Properties=species:S:1:pos:R:3:forces:R:3:nbo_charge:R:1
Pt -0.400 0.491 -0.207 -0.63 0.62 0.05 0.935
C -0.793 -1.537 -2.914 0.02 -0.04 0.01 -0.653
C -1.797 -1.737 -1.826 -0.08 -0.12 -0.09 0.287
C -2.780 -2.745 -1.957 0.16 0.06 -0.11 -0.262
C -3.689 -2.964 -0.974 -0.09 -0.03 0.13 -0.090
C -3.650 -2.180 0.200 -0.02 -0.01 -0.07 -0.130
C -4.528 -2.313 1.300 -0.03 -0.06 -0.05 -0.098
Br -5.887 -3.632 1.281 0.00 0.01 -0.01 0.062
C -4.408 -1.502 2.389 0.07 0.08 0.06 -0.214
C -3.401 -0.525 2.440 -0.13 -0.05 0.07 -0.152
Br -3.252 0.580 3.956 0.00 0.01 0.03 0.080
C -2.509 -0.350 1.404 0.09 0.01 -0.08 0.297
O -1.550 0.541 1.418 -0.02 -0.06 -0.03 -0.695
C -2.653 -1.191 0.268 0.00 0.03 -0.02 0.185
N -1.749 -0.977 -0.753 0.07 0.01 0.14 -0.456
H -0.960 -2.244 -3.723 -0.01 0.01 0.01 0.231
H 0.210 -1.702 -2.516 0.00 -0.02 0.01 0.249
H -0.873 -0.528 -3.321 0.00 0.00 -0.01 0.215
H -2.787 -3.345 -2.856 0.02 0.02 0.00 0.227
H -4.438 -3.737 -1.076 0.00 0.01 0.02 0.238
H -5.084 -1.611 3.225 0.02 0.02 0.01 0.245
N 0.971 0.704 -1.788 0.14 -0.11 0.07 -0.810
C 1.948 1.730 -1.461 -0.13 -0.04 0.09 0.119
C 2.962 2.101 -2.286 0.17 0.10 -0.11 -0.197
C 3.893 3.081 -1.865 -0.08 -0.10 -0.08 -0.190
C 3.789 3.654 -0.631 0.00 0.01 0.09 -0.168
C 2.736 3.287 0.240 0.08 0.13 0.05 -0.099
C 2.543 3.829 1.535 0.11 0.02 -0.10 -0.100
C 1.491 3.410 2.288 -0.18 -0.12 0.02 -0.250
C 0.601 2.442 1.771 0.05 0.17 0.18 0.112
N 0.760 1.933 0.575 0.06 -0.08 -0.07 -0.427
C 1.815 2.330 -0.197 -0.05 -0.11 -0.06 0.220
H 1.432 -0.211 -1.744 0.04 -0.05 0.17 0.464
H 0.609 0.856 -2.721 -0.07 0.01 -0.02 0.401
H 3.063 1.639 -3.261 0.03 0.01 0.01 0.226
H 4.697 3.367 -2.528 0.00 -0.02 -0.01 0.229
H 4.512 4.389 -0.301 -0.02 0.01 0.00 0.225
H 3.238 4.568 1.914 0.00 -0.01 -0.02 0.227
H 1.319 3.799 3.281 -0.02 -0.02 0.00 0.239
H -0.250 2.078 2.333 0.02 0.00 0.01 0.259
B 2.722 -2.932 1.886 0.00 -0.09 -0.05 -0.588
C 2.010 -2.044 0.782 -0.02 0.00 0.16 0.363
N 1.467 -1.373 0.006 0.46 -0.35 -0.36 -0.750
H 1.848 -3.327 2.635 0.06 0.09 0.01 0.001
H 3.542 -2.228 2.447 -0.09 -0.02 0.00 -0.005
H 3.258 -3.874 1.332 -0.02 0.09 -0.03 -0.001
```
Positions in Å, forces in eV/Å.

Results
* energy above the lowest of the compared OMol25 structures with the same formula, charge and spin: 1.1 kcal/mol
* frontier orbital gap: 6.80 eV
* HOMO: -0.29058 Eh

What is the energy above the lowest of the compared OMol25 structures with the same formula, charge and spin in the second record?
11.2 kcal/mol